# 1
Molecular formula: C33H41AsN2NiO5SSi2
Method: DFT, wB97M-V/def2-TZVPD

## Properties
net charge	-2
frontier orbital gap (spin up / spin down)	3.61 / 4.53	eV
multiplicity	3
largest force on an atom	1.140	eV Å⁻¹

CARTESIAN COORDINATES (ANGSTROEM)
Ni 0.637 -0.631 1.172
O 3.853 1.027 -2.335
C 3.311 2.258 -2.494
C 3.741 3.051 -3.533
C 3.221 4.348 -3.724
C 2.264 4.835 -2.832
C 1.799 4.043 -1.794
C 2.281 2.712 -1.595
C 1.815 1.829 -0.594
O 2.388 0.753 -0.215
N 0.526 2.137 0.048
N 0.308 1.536 1.343
C 0.976 2.199 2.217
C 1.365 1.765 3.539
C 1.640 2.763 4.493
C 2.191 2.485 5.721
C 2.553 1.150 5.996
C 2.341 0.156 5.081
C 1.701 0.391 3.812
O 1.501 -0.574 3.020
H 3.453 0.662 -1.502
H 4.496 2.652 -4.203
H 3.564 4.957 -4.553
H 1.882 5.846 -2.945
H 1.057 4.438 -1.110
H 1.377 3.167 1.904
H 1.384 3.788 4.240
H 2.362 3.272 6.443
H 3.016 0.906 6.948
H 2.631 -0.866 5.297
C -1.880 -4.423 4.356
Si -0.573 -3.082 4.017
C -1.158 -1.616 5.045
C 0.974 -3.788 4.836
As -0.625 -2.675 1.751
Si 1.292 -3.769 1.086
C 1.176 -5.652 1.369
C 1.450 -3.628 -0.790
C 2.952 -3.273 1.813
H -2.071 -4.583 5.430
H -1.553 -5.375 3.916
H -2.826 -4.151 3.872
H -1.029 -1.775 6.122
H -2.221 -1.431 4.844
H -0.609 -0.710 4.764
H 0.763 -4.127 5.857
H 1.772 -3.037 4.872
H 1.351 -4.641 4.262
H 0.223 -6.024 0.979
H 1.216 -5.897 2.438
H 1.995 -6.191 0.867
H 0.617 -4.138 -1.289
H 2.392 -4.067 -1.145
H 1.430 -2.575 -1.090
H 2.943 -3.381 2.903
H 3.146 -2.218 1.597
H 3.769 -3.882 1.405
C -3.446 0.649 -7.032
C -4.346 1.779 -7.463
O -4.595 2.018 -8.603
S -5.182 2.745 -6.194
C -4.055 2.747 -4.825
C -4.496 2.321 -3.578
C -3.626 2.295 -2.496
C -2.286 2.675 -2.643
C -1.856 3.122 -3.906
C -2.733 3.165 -4.975
C -1.345 2.576 -1.583
C -0.513 2.349 -0.732
H -2.960 0.226 -7.909
H -4.054 -0.114 -6.545
H -2.697 0.974 -6.316
H -5.524 1.998 -3.460
H -3.973 1.957 -1.527
H -0.824 3.434 -4.024
H -2.393 3.525 -5.940
C -1.782 -1.456 -2.290
C -1.386 -0.699 -1.054
C -2.464 -0.029 -0.254
O -0.232 -0.689 -0.699
H -2.434 -0.846 -2.924
H -2.335 -2.345 -1.978
H -0.894 -1.757 -2.844
H -3.461 -0.326 -0.585
H -2.349 1.055 -0.340
H -2.307 -0.292 0.792

Cartesian forces (eV/Å) of the 2 atoms listed first:
-0.4 0.2 0.7
0.0 0.0 0.0

Partial atomic charges computed with the Löwdin method, in multiples of e: atom 1 (Ni): 0.1017, atom 2 (O): 0.0320, atom 3 (C): -0.2861, atom 4 (C): -0.0654, atom 5 (C): -0.1533, atom 6 (C): -0.1591, atom 7 (C): -0.0737, atom 8 (C): -0.1090, atom 9 (C): -0.3477, atom 10 (O): -0.0434, atom 11 (N): -0.0427, atom 12 (N): 0.0886, atom 13 (C): -0.0801, atom 14 (C): -0.1388, atom 15 (C): -0.0881, atom 16 (C): -0.1461, atom 17 (C): -0.1243, atom 18 (C): -0.0261, atom 19 (C): -0.3782, atom 20 (O): -0.1384, atom 21 (H): 0.0656, atom 22 (H): 0.0973, atom 23 (H): 0.0686, atom 24 (H): 0.0790, atom 25 (H): 0.0915, atom 26 (H): 0.1340, atom 27 (H): 0.0991, atom 28 (H): 0.0736, atom 29 (H): 0.0868, atom 30 (H): 0.0944, atom 31 (C): -0.2819, atom 32 (Si): 0.1427, atom 33 (C): -0.2330, atom 34 (C): -0.2312, atom 35 (As): 0.7566, atom 36 (Si): 0.1261, atom 37 (C): -0.2617, atom 38 (C): -0.2460, atom 39 (C): -0.2262, atom 40 (H): 0.0098, atom 41 (H): 0.0072, atom 42 (H): 0.0025, atom 43 (H): 0.0188, atom 44 (H): 0.0168, atom 45 (H): 0.0055, atom 46 (H): 0.0183, atom 47 (H): 0.0011, atom 48 (H): -0.0024, atom 49 (H): 0.0072, atom 50 (H): -0.0055, atom 51 (H): 0.0105, atom 52 (H): 0.0153, atom 53 (H): 0.0183, atom 54 (H): 0.0032, atom 55 (H): 0.0021, atom 56 (H): 0.0176, atom 57 (H): 0.0184, atom 58 (C): -0.0490, atom 59 (C): -0.7567, atom 60 (O): 0.0018, atom 61 (S): 0.9886, atom 62 (C): -0.5780, atom 63 (C): -0.1103, atom 64 (C): -0.0379, atom 65 (C): -0.2202, atom 66 (C): -0.0122, atom 67 (C): -0.1169, atom 68 (C): 0.0274, atom 69 (C): -0.0655, atom 70 (H): 0.0831, atom 71 (H): 0.0899, atom 72 (H): 0.0668, atom 73 (H): 0.0980, atom 74 (H): 0.1032, atom 75 (H): 0.1204, atom 76 (H): 0.1117, atom 77 (C): -0.0060, atom 78 (C): -0.4977, atom 79 (C): -0.0408, atom 80 (O): -0.0366, atom 81 (H): 0.0719, atom 82 (H): 0.0880, atom 83 (H): 0.0836, atom 84 (H): 0.0786, atom 85 (H): 0.0414, atom 86 (H): 0.0517

***

# 2
Molecular formula: C33H41Cl2IrN2O2Te
Method: DFT, wB97M-V/def2-TZVPD

## Properties
net charge	+1
energy relative to the best compared isomer or geometry (same formula, charge and spin)	514.0	kJ/mol
frontier orbital gap (spin up / spin down)	5.79 / 4.98	eV
multiplicity	2
largest force on an atom	2.946	eV Å⁻¹

CARTESIAN COORDINATES (ANGSTROEM)
Ir -0.060 -0.487 0.527
C 1.992 0.379 0.945
C 1.161 1.362 1.593
C 1.129 2.521 0.697
C 1.982 2.231 -0.371
C 2.538 0.958 -0.250
C 3.529 0.356 -1.199
C 4.468 1.445 -1.735
C 2.726 -0.226 -2.376
C 4.365 -0.746 -0.541
C 0.444 3.869 0.728
C 0.222 4.381 -0.710
C 1.383 4.877 1.421
C -0.931 3.880 1.399
C 0.810 1.236 3.073
C 1.512 0.005 3.672
C -0.701 1.031 3.252
C 1.267 2.443 3.903
H 2.530 -0.402 1.458
H 2.197 2.903 -1.175
H 3.921 2.152 -2.351
H 5.252 0.997 -2.341
H 4.935 1.988 -0.917
H 2.114 0.551 -2.825
H 2.073 -1.018 -2.024
H 3.399 -0.623 -3.129
H 4.806 -0.394 0.389
H 5.175 -1.031 -1.207
H 3.767 -1.631 -0.341
H 1.144 4.732 -1.160
H -0.463 5.225 -0.688
H -0.209 3.607 -1.338
H 2.366 4.854 0.957
H 1.499 4.670 2.478
H 0.975 5.879 1.312
H -1.579 3.134 0.943
H -1.392 4.856 1.263
H -0.872 3.713 2.466
H 1.235 -0.908 3.139
H 1.218 -0.113 4.712
H 2.594 0.121 3.646
H -1.033 0.170 2.652
H -1.272 1.895 2.939
H -0.928 0.831 4.296
H 2.295 2.708 3.668
H 1.211 2.194 4.961
H 0.634 3.308 3.743
Cl -6.261 -0.113 -4.207
C -4.994 -0.463 -3.097
C -5.041 -1.666 -2.376
C -4.009 -1.991 -1.535
Cl -4.043 -3.427 -0.587
C -2.852 -1.168 -1.410
O -1.838 -1.566 -0.742
C -2.890 0.102 -2.066
C -1.839 1.051 -1.846
O -0.823 0.917 -1.164
C -3.967 0.429 -2.907
H -5.885 -2.329 -2.482
H -1.987 2.023 -2.350
H -3.973 1.384 -3.410
Te -1.783 -2.633 1.610
C -2.547 -2.571 3.593
C -3.844 -3.025 3.813
C -4.361 -3.064 5.094
C -3.582 -2.667 6.170
C -2.282 -2.234 5.956
C -1.771 -2.167 4.673
H -4.442 -3.353 2.973
H -5.371 -3.406 5.253
H -3.989 -2.699 7.170
H -1.661 -1.948 6.791
H -0.761 -1.822 4.510
N 0.455 -3.081 -1.120
C 1.020 -4.280 -1.310
C 1.973 -4.431 -0.325
C 1.902 -3.262 0.432
N 0.975 -2.454 -0.065
H -0.321 -2.651 -1.605
H 0.742 -4.928 -2.116
H 2.618 -5.269 -0.167
H 2.470 -2.997 1.302

Cartesian forces (eV/Å) of the 2 atoms listed first:
1.6 -0.8 -2.3
-1.1 -1.0 0.3

Partial atomic charges computed with the Löwdin method, in multiples of e: atom 1 (Ir): 1.0642, atom 2 (C): -0.1805, atom 3 (C): -0.1811, atom 4 (C): -0.0631, atom 5 (C): 0.0235, atom 6 (C): -0.1263, atom 7 (C): -0.5403, atom 8 (C): -0.0335, atom 9 (C): -0.0186, atom 10 (C): -0.0289, atom 11 (C): -0.5142, atom 12 (C): -0.0444, atom 13 (C): -0.0162, atom 14 (C): -0.0325, atom 15 (C): -0.5350, atom 16 (C): -0.0659, atom 17 (C): -0.0641, atom 18 (C): -0.0286, atom 19 (H): 0.0944, atom 20 (H): 0.1176, atom 21 (H): 0.0813, atom 22 (H): 0.0918, atom 23 (H): 0.0965, atom 24 (H): 0.0903, atom 25 (H): 0.0586, atom 26 (H): 0.0948, atom 27 (H): 0.0962, atom 28 (H): 0.0921, atom 29 (H): 0.0558, atom 30 (H): 0.0835, atom 31 (H): 0.0909, atom 32 (H): 0.0748, atom 33 (H): 0.0936, atom 34 (H): 0.0630, atom 35 (H): 0.0962, atom 36 (H): 0.0907, atom 37 (H): 0.0925, atom 38 (H): 0.0574, atom 39 (H): 0.0546, atom 40 (H): 0.0888, atom 41 (H): 0.0953, atom 42 (H): -0.0038, atom 43 (H): 0.0579, atom 44 (H): 0.0908, atom 45 (H): 0.0979, atom 46 (H): 0.0935, atom 47 (H): 0.0604, atom 48 (Cl): 0.7050, atom 49 (C): -0.6703, atom 50 (C): -0.0930, atom 51 (C): -0.5695, atom 52 (Cl): 0.6805, atom 53 (C): -0.4009, atom 54 (O): -0.4327, atom 55 (C): -0.1189, atom 56 (C): -0.1651, atom 57 (O): -0.0891, atom 58 (C): -0.0479, atom 59 (H): 0.1157, atom 60 (H): 0.1395, atom 61 (H): 0.1190, atom 62 (Te): 1.3444, atom 63 (C): -0.5810, atom 64 (C): -0.1539, atom 65 (C): -0.0729, atom 66 (C): -0.0646, atom 67 (C): -0.0725, atom 68 (C): -0.1525, atom 69 (H): 0.0890, atom 70 (H): 0.1103, atom 71 (H): 0.1102, atom 72 (H): 0.1092, atom 73 (H): 0.0770, atom 74 (N): -0.0029, atom 75 (C): -0.0506, atom 76 (C): -0.0298, atom 77 (C): -0.1521, atom 78 (N): -0.1323, atom 79 (H): 0.1353, atom 80 (H): 0.1290, atom 81 (H): 0.1066, atom 82 (H): 0.1191